(1)
An isolated ion of composition C3H7N2S and charge +1 in a non-equilibrium geometry. Source: the OMol25 dataset; level of theory: ωB97M-V/def2-TZVPD.

Properties
SMILES string: C/C(N)=[NH+]/C=S
Relative energy (zero: lowest compared OMol25 entry of this formula, charge and spin) in eV: 1.1439
Gap between HOMO and LUMO in eV: 8.504
Charge: +1

```
13
Properties=species:S:1:pos:R:3:forces:R:3
C 0.961973 -0.962242 -0.004336 0.02 0.45 0.98
C -0.148625 0.058573 0.067821 0.02 -1.49 0.09
N 0.113492 1.343053 0.116093 -2.77 1.24 0.69
N -1.376711 -0.431683 0.039513 -2.47 1.90 1.52
C -2.704222 0.322392 0.221032 0.04 -2.54 -1.43
S -3.982134 -0.403215 -0.436958 0.60 0.48 0.35
H 0.817220 -1.807236 0.787046 0.53 1.78 -1.35
H 0.897357 -1.378578 -0.988151 0.06 -0.62 -0.60
H 1.905276 -0.373995 0.030999 -0.36 -1.00 0.45
H 0.990502 1.694680 -0.207395 0.46 0.25 0.24
H -0.689690 2.026301 0.336116 2.02 -1.31 -0.83
H -1.597631 -1.429820 0.120631 0.72 0.45 -0.30
H -2.898885 1.186803 0.836514 1.13 0.40 0.20
```
Forces are in eV/Å.

=====

(2)
C3H7N2S as an isolated structure in a non-equilibrium geometry. Source: the OMol25 dataset; level of theory: ωB97M-V/def2-TZVPD.

Properties
Relative energy (zero: lowest compared OMol25 entry of this formula, charge and spin) in eV: 3.5290
Gap between HOMO and LUMO in eV: 9.817
Charge: +1

```
13
Properties=species:S:1:pos:R:3:forces:R:3
C 0.459773 0.377318 -0.706338 0.25 -0.58 -0.10
C -0.445881 1.509209 -0.895220 0.09 0.75 -1.90
C -0.756865 -0.804945 1.109834 0.45 1.08 3.37
N 1.713208 -1.220873 0.120017 -3.27 0.02 0.57
N 0.125737 -0.691719 -0.003564 4.66 -1.91 -0.03
S 2.108726 0.023186 -1.011462 -0.78 0.10 -0.38
H -0.705015 1.738216 -1.985962 0.39 -0.66 1.38
H -1.348622 1.362272 -0.333706 -0.44 -0.05 0.18
H 0.055044 2.399246 -0.556483 0.16 0.52 0.31
H -0.699963 0.142499 1.784409 0.20 -1.69 -1.01
H -1.759469 -0.872772 0.832094 -1.64 -0.11 -1.08
H -0.618684 -1.714746 1.762314 0.53 0.94 -1.01
H 1.872008 -2.246896 -0.115936 -0.59 1.59 -0.29
```
Forces are in eV/Å.

=====

(3)
A 2-piece molecular cluster, C3H7N2S2 overall in a non-equilibrium geometry. Source: the OMol25 dataset; level of theory: ωB97M-V/def2-TZVPD.

Properties
Relative energy (zero: lowest compared OMol25 entry of this formula, charge and spin) in eV: 2.4083
Gap between HOMO and LUMO (spin up / spin down) in eV: 5.863 / 5.800
Charge: +1

```
14
Properties=species:S:1:pos:R:3:forces:R:3
C 2.323747 1.177767 0.017626 0.74 0.48 -0.03
C 3.673852 1.027476 0.025223 -0.69 0.08 -0.04
C 1.336554 0.129582 -0.020964 -0.56 -0.15 -0.01
N 0.062111 0.447825 -0.072709 0.30 -0.06 -0.01
N -1.739056 -1.498149 0.002258 -0.15 -0.26 0.03
S 4.606971 -0.364836 -0.010000 -2.27 -1.14 0.02
S 1.767136 -1.512601 0.001347 2.40 0.66 0.00
H 1.931324 2.184559 0.041479 -0.02 0.11 -0.02
H 4.269379 1.937229 0.052333 0.08 0.11 0.03
H -0.700205 -0.323212 -0.065198 0.27 0.27 -0.07
H -0.218011 1.415675 -0.134560 0.18 0.10 0.06
H -1.317219 -2.421650 0.039083 -0.15 0.01 0.02
H -2.382646 -1.486256 -0.782082 -0.04 -0.06 0.03
H -2.277796 -1.367685 0.852451 -0.08 -0.14 -0.02
```
Forces are in eV/Å.

=====

(4)
An isolated ion of composition C3H7N2S2 and charge +1 in a non-equilibrium geometry. Source: the OMol25 dataset; level of theory: ωB97M-V/def2-TZVPD.

Properties
SMILES string: N/C=[NH+]\[C@H]1S[C@@H]1S
Relative energy (zero: lowest compared OMol25 entry of this formula, charge and spin) in eV: 1.4511
Gap between HOMO and LUMO in eV: 9.215
Charge: +1

```
14
Properties=species:S:1:pos:R:3:forces:R:3
N 1.597534 0.806348 -0.994474 -0.75 0.05 0.30
C 1.694958 -0.209188 -0.197228 -2.67 2.35 0.40
N 0.802533 -0.491995 0.735211 1.28 -0.57 -0.65
C -0.547477 0.025112 0.898565 1.03 -0.28 -3.23
S -0.928829 1.656911 0.223453 -0.45 -0.43 0.64
C -1.401783 -0.119334 -0.348790 0.90 1.57 0.41
S -3.078129 -0.460255 -0.335768 -1.35 -1.12 1.10
H 2.386886 1.142580 -1.482998 0.75 0.14 -0.78
H 0.772610 1.394927 -0.828269 0.23 0.43 -0.33
H 2.506638 -0.788565 -0.311493 2.84 -2.21 0.11
H 1.098822 -1.325805 1.219769 -0.69 -0.10 0.52
H -0.840596 -0.323567 1.830685 -1.32 -0.10 1.58
H -0.976253 -0.311823 -1.342047 0.40 -0.09 0.72
H -3.086915 -0.995350 0.933379 -0.20 0.37 -0.80
```
Forces are in eV/Å.

=====

(5)
C3H7N3 as an isolated structure in a non-equilibrium geometry. Source: the OMol25 dataset; level of theory: ωB97M-V/def2-TZVPD.

Properties
Relative energy (zero: lowest compared OMol25 entry of this formula, charge and spin) in eV: 3.7179
Gap between HOMO and LUMO in eV: 9.397

```
13
Properties=species:S:1:pos:R:3:forces:R:3
N 1.699445 0.677980 -0.285342 0.00 -0.04 -0.05
C 0.593172 -0.248187 -0.225899 -0.86 0.45 -0.08
C -0.757311 0.389939 0.184171 -0.37 0.65 -0.20
N -1.877692 -0.036882 -0.589778 -0.38 0.34 -0.16
C -0.212982 -0.528882 1.113230 1.09 0.36 -1.47
N 0.036513 -1.345877 2.039348 0.74 0.39 -1.47
H 2.611516 0.239968 -0.195256 -0.27 -0.04 0.09
H 1.694651 1.171983 -1.175317 0.05 -0.06 0.20
H 0.832901 -1.460383 1.341163 0.67 -2.33 2.91
H 0.462482 -0.973602 -1.045086 -0.01 0.13 0.48
H -0.594509 1.428019 0.465735 -0.28 0.25 -0.10
H -1.829170 0.432655 -1.486918 -0.24 -0.04 -0.05
H -2.739328 0.230765 -0.131430 -0.14 -0.06 -0.10
```
Forces are in eV/Å.

=====

(6)
An isolated molecule of C3H7N3 in a non-equilibrium geometry. Source: the OMol25 dataset; level of theory: ωB97M-V/def2-TZVPD.

Properties
SMILES string: [H]/N=C\N=C(/C)N
Relative energy (zero: lowest compared OMol25 entry of this formula, charge and spin) in eV: 3.2394
Gap between HOMO and LUMO in eV: 7.454

```
13
Properties=species:S:1:pos:R:3:forces:R:3
H -3.484761 0.414600 0.273050 0.00 -0.89 0.03
N -2.789109 -0.212777 0.681331 -0.98 2.09 0.39
C -1.577750 -0.004533 0.403904 0.65 -1.39 2.40
N -0.879973 -0.465105 -0.620366 2.44 0.20 -0.01
C 0.401392 -0.293683 -0.178318 1.02 -1.38 -4.11
C 1.069932 1.061540 -0.118984 0.05 -0.26 1.04
N 1.223269 -1.362848 -0.347062 -0.83 1.42 0.45
H -0.683551 0.153953 1.285713 -2.23 0.49 -0.24
H 0.378676 1.826502 0.229059 -0.02 -0.13 -0.10
H 1.402363 1.319885 -1.129201 -0.12 -0.19 0.06
H 1.929956 1.044397 0.554741 0.05 0.07 -0.11
H 2.223860 -1.250329 -0.412953 -0.12 -0.13 0.18
H 0.785694 -2.231602 -0.620916 0.09 0.09 0.01
```
Forces are in eV/Å.

=====

(7)
An isolated molecule of C3H7N3 in a non-equilibrium geometry. Source: the OMol25 dataset; level of theory: ωB97M-V/def2-TZVPD.

Properties
SMILES string: C=C(N)/N=N/C
Relative energy (zero: lowest compared OMol25 entry of this formula, charge and spin) in eV: 3.2082
Gap between HOMO and LUMO (spin up / spin down) in eV: 8.239 / 8.235

```
13
Properties=species:S:1:pos:R:3:forces:R:3
C 1.311384 -0.556947 -0.204727 0.60 0.67 -0.49
C 0.803871 0.733786 -0.008502 1.53 -1.64 1.22
N 1.558264 1.834496 0.328440 -0.40 0.39 -0.03
N -0.535914 0.713532 0.005723 -1.42 -1.19 -0.16
N -0.837904 -0.490694 0.450246 0.07 1.25 -1.05
C -2.062763 -0.996101 -0.171072 -0.38 0.24 0.17
H 0.911333 -1.162812 -1.007810 -0.28 -0.04 0.37
H 2.313500 -0.838456 0.109590 0.15 0.24 -0.16
H 1.146106 2.444838 1.019757 0.18 -0.06 -0.05
H 2.550410 1.683652 0.425847 -0.18 0.03 -0.08
H -2.913560 -0.450412 0.249046 -0.04 -0.07 -0.01
H -2.164257 -2.057148 0.061361 0.03 0.14 0.08
H -2.080470 -0.857733 -1.257899 0.12 0.05 0.18
```
Forces are in eV/Å.

=====

(8)
C3H7N3O as an isolated structure in a non-equilibrium geometry. Source: the OMol25 dataset; level of theory: ωB97M-V/def2-TZVPD.

Properties
Relative energy (zero: lowest compared OMol25 entry of this formula, charge and spin) in eV: 5.5400
Gap between HOMO and LUMO (spin up / spin down) in eV: 7.236 / 7.230

```
14
Properties=species:S:1:pos:R:3:forces:R:3
C -0.913043 1.018166 -0.823379 -0.15 -0.56 -0.39
C -0.045854 -0.538360 0.987635 1.07 1.30 -1.19
C 0.209534 0.056450 -0.463875 0.62 1.42 1.20
N 0.417296 0.139910 2.061366 -0.32 -0.45 0.06
O -0.555021 -1.457723 -1.084831 -0.60 -0.75 1.83
N -0.644736 -1.624320 0.838056 -0.35 -0.50 -1.58
N 1.459558 0.262067 -0.708522 -0.12 -1.33 0.29
H 0.121494 -2.148024 -1.154325 0.11 0.14 0.02
H 1.194300 0.753973 1.849594 -0.08 -0.09 -0.12
H 0.483282 -0.365670 2.932088 0.01 0.10 -0.01
H 1.782631 0.147030 -1.662072 -0.20 0.69 -0.09
H -0.870362 1.171067 -1.902994 -0.04 0.09 0.02
H -1.888969 0.617169 -0.555441 -0.02 0.03 -0.02
H -0.750109 1.968266 -0.313301 0.09 -0.09 -0.03
```
Forces are in eV/Å.

=====

no.,molecular weight (g mol⁻¹),calculated total energy (eV)
1,103.17,-17032.4267
2,103.17,-17030.0416
3,135.24,-27866.4864
4,135.24,-27867.4436
5,85.11,-7690.9614
6,85.11,-7691.4399
7,85.11,-7691.4711
8,101.11,-9737.4933